<a>
The following is a DFT calculation (ωB97M-V/def2-TZVPD) of an isolated molecule of C16H25N3O3.

Calculated values
Highest occupied orbital energy   -0.29767 hartree
Structure (SMILES)   CCN(CC)Cc1cc(CC(C(N)=O)C(N)=O)ccc1OC
Lowest unoccupied orbital energy   0.643 eV
Gap between HOMO and LUMO   8.74 eV

Last columns: bonded neighbours and bond lengths (Å).
Element x y z (Å)
1 C 1.191 2.225 0.897  H2 1.087, H3 1.088, H4 1.088, C5 1.536
2 H 1.122 1.145 0.997  C1 1.087
3 H 0.224 2.662 1.138  C1 1.088
4 H 1.918 2.596 1.615  C1 1.088
5 C 1.635 2.619 -0.520  C1 1.536, N6 1.449, H46 1.091, H47 1.096
6 N 0.885 2.058 -1.626  C5 1.449, C7 1.450, C14 1.453
7 C -0.556 2.188 -1.545  N6 1.450, C8 1.526, H12 1.094, H13 1.102
8 C -0.995 3.649 -1.502  C7 1.526, H9 1.087, H10 1.087, H11 1.087
9 H -0.526 4.198 -2.314  C8 1.087
10 H -2.074 3.706 -1.616  C8 1.087
11 H -0.724 4.123 -0.562  C8 1.087
12 H -0.968 1.736 -2.451  C7 1.094
13 H -0.987 1.648 -0.686  C7 1.102
14 C 1.351 0.761 -2.089  N6 1.453, C15 1.513, H44 1.094, H45 1.092
15 C 1.216 -0.380 -1.105  C14 1.513, C16 1.384, C20 1.405
16 C 0.003 -1.022 -0.928  C15 1.384, C17 1.390, H43 1.080
17 C -0.163 -2.039 0.005  C16 1.390, C18 1.385, C28 1.502
18 C 0.929 -2.415 0.769  C17 1.385, C19 1.385, H27 1.081
19 C 2.161 -1.806 0.598  C18 1.385, C20 1.389, H26 1.079
20 C 2.318 -0.787 -0.333  C15 1.405, C19 1.389, O21 1.366
21 O 3.497 -0.135 -0.561  C20 1.366, C22 1.405
22 C 4.639 -0.534 0.153  O21 1.405, H23 1.095, H24 1.089, H25 1.095
23 H 4.517 -0.379 1.230  C22 1.095
24 H 5.448 0.098 -0.210  C22 1.089
25 H 4.889 -1.583 -0.037  C22 1.095
26 H 2.993 -2.138 1.199  C19 1.079
27 H 0.827 -3.204 1.500  C18 1.081
28 C -1.506 -2.681 0.213  C17 1.502, H29 1.092, H30 1.091, C31 1.545
29 H -1.386 -3.735 0.467  C28 1.092
30 H -2.105 -2.603 -0.695  C28 1.091
31 C -2.257 -1.983 1.369  C28 1.545, C32 1.517, C37 1.535, H42 1.093
32 C -2.549 -0.547 0.976  C31 1.517, O33 1.217, N34 1.346
33 O -3.320 -0.248 0.084  C32 1.217
34 N -1.890 0.385 1.690  C32 1.346, H35 1.004, H36 1.008
35 H -1.222 0.148 2.400  N34 1.004
36 H -2.031 1.357 1.464  N34 1.008
37 C -3.552 -2.751 1.665  C31 1.535, O38 1.211, N39 1.345
38 O -3.677 -3.427 2.661  C37 1.211
39 N -4.476 -2.645 0.692  C37 1.345, H40 1.007, H41 1.014
40 H -5.383 -3.053 0.851  N39 1.007
41 H -4.390 -1.880 0.033  N39 1.014
42 H -1.640 -2.020 2.270  C31 1.093
43 H -0.838 -0.727 -1.539  C16 1.080
44 H 0.786 0.520 -2.995  C14 1.094
45 H 2.403 0.872 -2.359  C14 1.092
46 H 2.675 2.319 -0.658  C5 1.091
47 H 1.590 3.710 -0.607  C5 1.096

Atomic partial charges in e from the natural (NBO) method, atoms 1 to 4: atom 1 (C): -0.639, atom 2 (H): 0.211, atom 3 (H): 0.190, atom 4 (H): 0.213

<b>
The following is a DFT calculation (ωB97M-V/def2-TZVPD) of an isolated molecule of C16H25N3O3.

Calculated values
Highest occupied orbital energy   -0.31702 hartree
Structure (SMILES)   CCCC(=O)c1c[nH]c(C(=O)NCCCN2CCOCC2)c1
Lowest unoccupied orbital energy   0.513 eV
Gap between HOMO and LUMO   9.14 eV

Last columns: bonded neighbours and bond lengths (Å).
Element x y z (Å)
1 C -6.044 -1.895 -1.260  H2 1.087, C3 1.524, H46 1.087, H47 1.089
2 H -6.440 -1.050 -0.704  C1 1.087
3 C -4.824 -2.464 -0.547  C1 1.524, C4 1.527, H44 1.091, H45 1.092
4 C -3.707 -1.429 -0.422  C3 1.527, C5 1.518, H42 1.092, H43 1.094
5 C -4.011 -0.356 0.607  C4 1.518, O6 1.212, C7 1.466
6 O -4.980 -0.394 1.334  C5 1.212
7 C -3.033 0.732 0.683  C5 1.466, C8 1.389, C11 1.415
8 C -3.119 1.802 1.565  C7 1.389, N9 1.337, H41 1.072
9 N -2.057 2.593 1.377  C8 1.337, C10 1.368, H40 1.010
10 C -1.261 2.084 0.388  N9 1.368, C11 1.377, C13 1.470
11 C -1.845 0.920 -0.062  C7 1.415, C10 1.377, H12 1.072
12 H -1.471 0.268 -0.826  C11 1.072
13 C -0.017 2.798 0.066  C10 1.470, O14 1.221, N15 1.353
14 O 0.342 3.764 0.720  C13 1.221
15 N 0.670 2.313 -0.993  C13 1.353, H16 1.007, C17 1.443
16 H 0.328 1.486 -1.454  N15 1.007
17 C 2.004 2.750 -1.331  N15 1.443, C18 1.530, H38 1.092, H39 1.095
18 C 3.017 1.624 -1.114  C17 1.530, H19 1.090, H20 1.093, C21 1.543
19 H 3.986 1.933 -1.505  C18 1.090
20 H 2.690 0.753 -1.688  C18 1.093
21 C 3.133 1.246 0.378  C18 1.543, N22 1.446, H36 1.093, H37 1.093
22 N 3.388 -0.148 0.670  C21 1.446, C23 1.450, C28 1.450
23 C 4.623 -0.668 0.115  N22 1.450, C24 1.530, H34 1.092, H35 1.104
24 C 4.880 -2.050 0.719  C23 1.530, O25 1.409, H32 1.091, H33 1.100
25 O 3.811 -2.930 0.458  C24 1.409, C26 1.408
26 C 2.609 -2.414 0.978  O25 1.408, H27 1.092, C28 1.530, H31 1.100
27 H 1.832 -3.140 0.731  C26 1.092
28 C 2.288 -1.045 0.375  N22 1.450, C26 1.530, H29 1.093, H30 1.105
29 H 1.375 -0.648 0.825  C28 1.093
30 H 2.126 -1.174 -0.711  C28 1.105
31 H 2.686 -2.314 2.070  C26 1.100
32 H 5.768 -2.508 0.280  C24 1.091
33 H 5.019 -1.947 1.806  C24 1.100
34 H 5.440 0.006 0.379  C23 1.092
35 H 4.580 -0.764 -0.983  C23 1.104
36 H 3.935 1.827 0.840  C21 1.093
37 H 2.202 1.506 0.889  C21 1.093
38 H 2.228 3.602 -0.686  C17 1.092
39 H 2.025 3.078 -2.376  C17 1.095
40 H -1.820 3.445 1.865  N9 1.010
41 H -3.881 2.005 2.290  C8 1.072
42 H -3.530 -0.948 -1.387  C4 1.092
43 H -2.776 -1.914 -0.115  C4 1.094
44 H -5.112 -2.790 0.453  C3 1.091
45 H -4.450 -3.332 -1.095  C3 1.092
46 H -6.823 -2.650 -1.339  C1 1.087
47 H -5.784 -1.563 -2.264  C1 1.089

Atomic partial charges in e from the natural (NBO) method, atoms 1 to 4: atom 1 (C): -0.607, atom 2 (H): 0.219, atom 3 (C): -0.393, atom 4 (C): -0.507

Short version: <a> is the most stable of them.

<a>
The following is a DFT calculation (ωB97M-V/def2-TZVPD) of a cluster of 2 separate species, C2H2IN3 in total.

Calculated values
Highest occupied orbital energy   -0.31627 hartree
Lowest unoccupied orbital energy   -0.201 eV
Gap between HOMO and LUMO   8.40 eV

Last columns: bonded neighbours and bond lengths (Å).
Element x y z (Å)
1 C 0.478 -1.249 1.234  N5 1.252, H7 1.062, H8 1.165
2 C -3.463 -1.188 -0.453  N3 1.147, I6 2.020
3 N -2.691 -2.024 -0.590  C2 1.147
4 N -0.953 0.655 0.893  N5 1.160
5 N -0.249 -0.263 0.973  C1 1.252, N4 1.160
6 I -4.709 0.325 0.037  C2 2.020
7 H 0.769 -1.509 2.221  C1 1.062
8 H 1.023 -1.814 0.373  C1 1.165

Atomic partial charges in e from the natural (NBO) method, atoms 1 to 4: atom 1 (C): -0.431, atom 2 (C): 0.017, atom 3 (N): -0.332, atom 4 (N): -0.065

<b>
The following is a DFT calculation (ωB97M-V/def2-TZVPD) of a cluster of 2 separate species, C2H2IN3 in total.

Calculated values
Highest occupied orbital energy   -0.30329 hartree
Lowest unoccupied orbital energy   -0.633 eV
Gap between HOMO and LUMO   7.62 eV

Last columns: bonded neighbours and bond lengths (Å).
Element x y z (Å)
1 C -0.358 0.322 -1.255  N4 1.165, H7 1.111
2 C -2.532 0.063 0.976  N3 1.146, I6 2.047
3 N -1.526 0.211 1.504  C2 1.146
4 N 0.728 0.275 -0.837  C1 1.165, N5 1.202
5 N 1.832 0.067 -0.408  N4 1.202, H8 1.026
6 I -4.330 -0.312 0.072  C2 2.047
7 H -1.290 0.539 -1.818  C1 1.111
8 H 2.125 0.478 0.486  N5 1.026

Atomic partial charges in e from the natural (NBO) method, atoms 1 to 4: atom 1 (C): -0.074, atom 2 (C): 0.021, atom 3 (N): -0.321, atom 4 (N): 0.031

Short version: <a> is the most stable of them.

<a>
The following is a DFT calculation (ωB97M-V/def2-TZVPD) of an isolated molecule of C10H10O2.

Calculated values
Highest occupied orbital energy   -0.33092 hartree
Structure (SMILES)   C=C(C)C(=O)Oc1ccccc1
Lowest unoccupied orbital energy   -0.254 eV
Gap between HOMO and LUMO   8.75 eV

Last columns: bonded neighbours and bond lengths (Å).
Element x y z (Å)
1 C -3.667 0.624 -0.840  C2 1.633, H11 0.967, H12 1.156, H13 1.187
2 C -2.533 -0.243 -0.047  C1 1.633, C3 1.493, C4 1.492
3 C -3.012 -1.048 1.116  C2 1.493, H14 1.089, H15 1.181
4 C -1.163 0.347 -0.023  C2 1.492, O21 1.239, O22 1.393
5 C 1.089 -0.366 -0.058  C6 1.376, C10 1.572, O22 1.450
6 C 2.017 -1.317 -0.414  C5 1.376, C7 1.387, H16 1.152
7 C 3.353 -0.964 -0.534  C6 1.387, C8 1.370, H17 1.179
8 C 3.912 0.214 -0.113  C7 1.370, C9 1.516, H18 1.051
9 C 3.064 1.192 0.676  C8 1.516, C10 1.381, H19 1.174
10 C 1.713 0.919 0.598  C5 1.572, C9 1.381, H20 1.052
11 H -3.646 1.509 -0.450  C1 0.967
12 H -3.546 0.443 -1.975  C1 1.156
13 H -4.727 0.186 -0.531  C1 1.187
14 H -2.293 -1.469 1.816  C3 1.089
15 H -3.998 -1.688 1.003  C3 1.181
16 H 1.348 -2.165 -0.812  C6 1.152
17 H 4.005 -1.681 -1.205  C7 1.179
18 H 4.889 0.566 -0.277  C8 1.051
19 H 3.099 2.334 0.945  C9 1.174
20 H 1.240 1.733 1.067  C10 1.052
21 O -0.877 1.513 -0.328  C4 1.239
22 O -0.266 -0.637 0.385  C4 1.393, C5 1.450

Atomic partial charges in e from the natural (NBO) method, atoms 1 to 4: atom 1 (C): -0.592, atom 2 (C): -0.089, atom 3 (C): -0.329, atom 4 (C): 0.734

<b>
The following is a DFT calculation (ωB97M-V/def2-TZVPD) of an isolated molecule of C10H10O2.

Calculated values
Highest occupied orbital energy   -0.32693 hartree
Structure (SMILES)   O=C(O)C1Cc2ccccc2C1
Lowest unoccupied orbital energy   0.660 eV
Gap between HOMO and LUMO   9.56 eV

Last columns: bonded neighbours and bond lengths (Å).
Element x y z (Å)
1 C 1.257 0.539 2.217  C2 1.442, O21 1.345, O22 1.217
2 C 0.356 0.519 1.091  C1 1.442, C3 1.543, C10 1.514, H12 1.148
3 C 0.986 0.764 -0.296  C2 1.543, C4 1.507, H13 1.180, H14 1.087
4 C -0.227 0.384 -1.107  C3 1.507, C5 1.409, C9 1.373
5 C -0.540 0.674 -2.450  C4 1.409, C6 1.439, H15 1.105
6 C -1.255 -0.355 -3.158  C5 1.439, C7 1.405, H16 1.070
7 C -1.840 -1.382 -2.398  C6 1.405, C8 1.390, H17 1.157
8 C -1.669 -1.461 -1.021  C7 1.390, C9 1.426, H18 1.153
9 C -0.810 -0.571 -0.311  C4 1.373, C8 1.426, C10 1.415
10 C -0.513 -0.720 1.064  C2 1.514, C9 1.415, H19 1.056, H20 1.093
11 H 2.816 1.226 2.857  O21 0.990
12 H -0.389 1.392 1.096  C2 1.148
13 H 1.602 -0.228 -0.467  C3 1.180
14 H 1.629 1.580 -0.618  C3 1.087
15 H 0.007 1.359 -3.124  C5 1.105
16 H -1.492 -0.472 -4.194  C6 1.070
17 H -2.369 -2.370 -2.683  C7 1.157
18 H -2.285 -2.237 -0.430  C8 1.153
19 H -1.297 -0.747 1.772  C10 1.056
20 H 0.146 -1.526 1.396  C10 1.093
21 O 2.454 1.089 1.946  C1 1.345, H11 0.990
22 O 0.940 0.369 3.380  C1 1.217

Atomic partial charges in e from the natural (NBO) method, atoms 1 to 4: atom 1 (C): 0.783, atom 2 (C): -0.315, atom 3 (C): -0.405, atom 4 (C): -0.002

Short version: <b> is the most stable of them.